{"formula": "C4H8O3", "method": "the ωB97M-V functional and the def2-TZVPD basis", "fmax_ha_per_bohr": 0.0117, "spin_multiplicity": 1, "homo_ev": -9.99, "e_tot_ha": -382.8798, "de_lowest_kcal_mol": 53.3, "symbols": ["H", "C", "H", "H", "H", "C", "H", "O", "H", "C", "O", "O", "H", "C", "H"], "xyz": [[2.72087, -0.51127, -0.54187], [-1.26265, 0.82946, -0.18492], [0.36204, 0.77277, 1.78815], [-1.13931, -1.37097, -0.29710], [-3.05394, 0.54617, 0.02009], [0.81715, -0.49480, 0.43856], [1.42304, -1.38343, -1.41596], [1.12414, 0.65905, 1.19006], [-0.57767, 1.65416, -0.37962], [-0.66183, -0.46545, 0.09126], [-2.53254, 0.98000, -0.67817], [-1.33313, 0.28663, 1.13300], [1.45323, 0.39704, -1.40106], [1.66315, -0.50302, -0.81173], [0.99745, -1.39633, 1.04932]], "forces_ev_per_angstrom": [[-0.075, -0.047, -0.134], [0.189, 0.110, 0.307], [0.385, 0.102, -0.146], [0.022, 0.206, 0.407], [-0.222, 0.177, -0.528], [0.020, -0.235, -0.208], [0.155, 0.084, 0.017], [0.136, -0.064, 0.196], [-0.407, 0.169, 0.268], [0.111, -0.174, 0.102], [-0.171, -0.152, -0.153], [-0.338, -0.075, 0.016], [0.087, -0.156, 0.083], [0.058, -0.042, -0.059], [0.051, 0.096, -0.169]], "nbo_charge": [0.225, 0.334, 0.488, 0.201, 0.487, 0.072, 0.210, -0.723, 0.181, -0.002, -0.695, -0.534, 0.212, -0.620, 0.164]}